Record 1
DFT (ωB97M-V with the def2-TZVPD basis set) results for a 8-piece molecular cluster, C21H25Cl21FINO3S overall.

Each line ends with the Mulliken charge.
Atoms and positions in Å:
C1 5.30232 -4.67589 2.27553  -0.209
C2 4.32474 -3.77853 2.23749  -0.792
C3 3.37913 -2.57035 1.73045  0.689
C4 3.78553 -1.08121 2.06309  -0.258
C5 2.81767 0.05430 1.47949  -0.864
I1 3.40835 2.10708 1.94364  0.176
C6 1.51135 -0.32583 0.62757  0.788
C7 0.56284 0.85563 0.02081  -0.765
C8 -0.27587 1.64143 1.15862  0.602
C9 0.03616 3.24863 1.19909  -0.861
F1 -0.04963 1.05530 2.49189  -0.287
N1 1.17776 -1.75605 0.39610  0.693
C10 -0.01438 -2.23747 -0.39089  -0.352
C11 -1.44654 -1.91841 0.28255  -0.291
C12 -1.92208 -2.96812 1.41406  -0.802
C13 -0.99729 -3.00624 2.73888  -0.166
S1 -1.86553 -2.30951 4.26349  0.977
O1 -1.94911 -0.78665 4.15338  -0.553
O2 -3.20469 -2.96691 4.51676  -0.555
O3 -0.79489 -2.61156 5.55530  -0.472
C14 2.06475 -2.82919 0.91307  -0.181
H1 6.15971 -5.44899 2.17927  0.376
H2 4.72707 -0.84825 2.68964  0.285
H3 -0.17200 0.45785 -0.78304  0.181
H4 1.20855 1.66110 -0.52532  0.460
H5 -1.39962 1.55817 0.85543  0.264
H6 1.08251 3.49981 0.75035  0.191
H7 -0.71825 3.83376 0.53234  0.037
H8 -0.06719 3.68560 2.25673  0.305
H9 0.14710 -3.35626 -0.63392  0.576
H10 -0.00197 -1.68772 -1.42030  -0.246
H11 -2.23244 -1.99448 -0.57901  0.452
H12 -1.53280 -0.81551 0.65610  -0.076
H13 -3.01314 -2.69918 1.71388  0.381
H14 -1.92819 -4.02868 0.94820  0.379
H15 -0.81310 -4.12417 2.98649  0.361
H16 -0.01425 -2.41799 2.65673  -0.024
H17 -0.08530 -1.90431 5.53896  0.372
H18 1.79130 -3.92751 0.68808  0.372
C15 -3.77703 -2.63906 8.13138  0.793
Cl1 -5.44399 -2.04806 8.06975  -0.128
Cl2 -2.83109 -1.71128 9.30564  -0.135
Cl3 -3.74320 -4.36395 8.52963  -0.127
H19 -3.32851 -2.50466 7.14637  -0.423
C16 1.26200 -0.63290 -4.55081  0.365
Cl4 0.55677 -2.14075 -5.15075  -0.107
Cl5 0.36761 0.76043 -5.17887  -0.115
Cl6 1.28881 -0.62227 -2.77602  -0.120
H20 2.29081 -0.56796 -4.90698  -0.118
C17 4.87084 -2.13247 -6.24413  0.006
Cl7 4.16684 -3.64040 -6.84418  -0.095
Cl8 3.97690 -0.73730 -6.86725  -0.106
Cl9 4.89088 -2.11646 -4.47322  -0.103
H21 5.89875 -2.06809 -6.59981  0.342
C18 -2.03511 3.94841 -3.03496  -0.065
Cl10 -3.35894 3.47948 -4.11102  -0.064
Cl11 -2.66829 4.55048 -1.49444  -0.179
Cl12 -0.93868 2.58054 -2.76854  -0.001
H22 -1.47286 4.75087 -3.51191  0.319
C19 -5.33579 7.18326 -2.65066  0.255
Cl13 -6.88947 6.90200 -3.44755  -0.100
Cl14 -4.03110 7.33562 -3.84347  -0.145
Cl15 -5.41583 8.62871 -1.63281  -0.125
H23 -5.11844 6.32637 -2.01361  0.110
C20 8.05290 -1.52873 3.01940  0.004
Cl16 7.93824 -0.85168 4.65087  -0.119
Cl17 9.54767 -2.45695 2.83416  -0.123
Cl18 6.64191 -2.54447 2.66615  -0.163
H24 8.07040 -0.70446 2.30649  0.301
C21 -6.43426 5.00799 -7.33259  -0.046
Cl19 -8.11257 5.55543 -7.45746  -0.121
Cl20 -5.53964 6.00396 -6.17488  -0.017
Cl21 -6.36965 3.30143 -6.86439  -0.131
H25 -5.96546 5.11324 -8.31051  0.317

Its net charge is +1. The value obtained for the total energy is -11554.7678 hartree. For the energy above the lowest of the compared OMol25 structures with the same formula, charge and spin, the calculation gives 9.188 eV. As for the spin multiplicity: 1.

Record 2
DFT (ωB97M-V with the def2-TZVPD basis set) results for C29H78BO13PS as an isolated structure.

Each line ends with the Mulliken charge.
Atoms and positions in Å:
C1 -3.07196 -8.11365 -2.97548  -1.054
C2 -1.97259 -7.03974 -3.25272  -0.446
C3 -2.03859 -5.88735 -2.17428  -0.487
C4 -1.11941 -6.27000 -0.95450  -0.420
O1 -1.22825 -5.18455 -0.01105  -0.201
P1 0.03662 -5.09060 1.05603  0.668
O2 0.37666 -3.62177 1.20809  -0.361
O3 1.40115 -5.89173 0.54185  -0.413
S1 2.21122 -4.92608 -0.62506  -0.016
O4 -0.33390 -5.68729 2.55496  -0.512
B1 -1.50247 -5.05211 3.09694  0.771
C5 -1.56187 -3.56617 3.66163  -0.607
O5 -2.70359 -5.81911 3.10369  -0.613
H1 -2.80946 -8.64349 -2.03521  0.287
H2 -4.06941 -7.64359 -2.82775  0.281
H3 -3.16606 -8.81703 -3.82707  0.330
H4 -0.94698 -7.47021 -3.21454  0.287
H5 -2.13763 -6.55993 -4.23990  0.333
H6 -3.07297 -5.66250 -1.85486  0.321
H7 -1.57731 -4.97552 -2.61716  0.243
H8 -0.10623 -6.41366 -1.37402  0.343
H9 -1.51779 -7.23421 -0.56855  0.227
H10 3.48232 -5.45224 -0.65798  0.133
H11 -2.20971 -3.49867 4.56294  0.171
H12 -1.92600 -2.89863 2.84808  0.245
H13 -0.54110 -3.20561 3.91501  0.198
H14 -2.87683 -5.97550 4.04085  0.280
C6 -0.60911 1.86203 2.59663  -0.805
C7 -0.57382 0.77880 3.66451  0.250
C8 0.83141 0.59543 4.21583  -1.009
O6 -1.03727 -0.45002 3.11009  -0.355
H15 0.03503 1.59436 1.75324  -0.124
H16 -1.62116 1.97816 2.20199  0.330
H17 -0.27768 2.82330 2.99593  0.419
H18 -1.25602 1.04106 4.47642  0.278
H19 1.52029 0.28847 3.42459  0.016
H20 0.84820 -0.18924 4.97519  0.338
H21 1.20334 1.52113 4.66220  0.422
H22 -0.44367 -0.69385 2.38972  0.254
C9 3.46782 2.90307 1.59227  -0.854
C10 4.02839 1.54212 1.97582  0.503
C11 5.36915 1.29101 1.30740  -1.166
O7 3.10756 0.52157 1.59156  -0.469
H23 3.30756 2.96501 0.51200  0.022
H24 2.49854 3.06637 2.06982  0.161
H25 4.14355 3.70759 1.88962  0.437
H26 4.13854 1.48407 3.06107  0.281
H27 5.25786 1.30146 0.22027  0.061
H28 5.75991 0.30810 1.57966  0.344
H29 6.10288 2.04830 1.59230  0.405
H30 3.00529 0.56534 0.63520  0.282
C12 4.94462 4.28559 -3.26893  -1.154
C13 5.34759 2.84547 -2.99453  0.403
C14 5.14455 1.97234 -4.22324  -1.157
O8 4.57591 2.33141 -1.91158  -0.353
H31 3.88586 4.34939 -3.53477  0.112
H32 5.08562 4.90017 -2.37747  0.322
H33 5.53378 4.71253 -4.08384  0.410
H34 6.39503 2.80850 -2.68696  0.313
H35 4.09151 1.96014 -4.51908  0.157
H36 5.42760 0.93961 -4.01053  0.323
H37 5.73957 2.33123 -5.06617  0.416
H38 3.64480 2.35731 -2.17060  0.168
C15 -0.13783 -0.29032 -1.90313  -1.497
C16 0.59237 1.03056 -1.71947  1.344
C17 -0.38230 2.19314 -1.61608  -1.377
O9 1.48086 1.24578 -2.82016  -0.421
H39 -0.72459 -0.28300 -2.82695  0.384
H40 0.57396 -1.11385 -1.98367  0.373
H41 -0.80902 -0.49121 -1.06615  0.354
H42 1.20694 0.98673 -0.81728  -0.470
H43 -0.97702 2.28234 -2.53014  0.387
H44 0.15616 3.13518 -1.49281  0.344
H45 -1.06093 2.06581 -0.77043  0.324
H46 0.95377 1.28688 -3.62391  0.278
C18 -7.22345 -2.98878 6.28486  -1.399
C19 -5.70568 -2.99414 6.18800  0.518
C20 -5.20574 -1.95441 5.19998  -1.180
O10 -5.25601 -4.28799 5.77734  -0.488
H47 -7.67419 -3.22534 5.31669  0.354
H48 -7.56542 -3.74922 6.98973  0.337
H49 -7.59534 -2.01629 6.61317  0.386
H50 -5.27599 -2.80066 7.17347  0.262
H51 -5.58664 -2.16040 4.19551  0.335
H52 -4.11641 -1.98409 5.14054  0.187
H53 -5.51346 -0.94694 5.48696  0.400
H54 -5.63048 -4.46623 4.90885  0.309
C21 -3.98296 -7.54521 8.35171  -1.202
C22 -2.66957 -6.78964 8.48464  0.344
C23 -2.56988 -6.08664 9.82968  -1.240
O11 -2.56096 -5.83137 7.43467  -0.435
H55 -4.83275 -6.85962 8.41694  0.276
H56 -4.04494 -8.03703 7.37920  0.297
H57 -4.08515 -8.30176 9.13268  0.398
H58 -1.83412 -7.48333 8.37091  0.284
H59 -3.37353 -5.35313 9.94392  0.301
H60 -1.62745 -5.54152 9.90769  0.307
H61 -2.63015 -6.79968 10.65452  0.392
H62 -3.29410 -5.21155 7.52018  0.265
C24 2.51212 6.55104 -7.26077  -1.366
C25 2.62533 5.31875 -6.37741  0.664
C26 1.72795 4.19680 -6.87618  -1.308
O12 2.26848 5.65557 -5.03663  -0.573
H63 1.49101 6.93801 -7.26096  0.259
H64 3.15420 7.35104 -6.88595  0.333
H65 2.79825 6.32761 -8.29032  0.407
H66 3.66220 4.97601 -6.35500  0.283
H67 0.67817 4.50501 -6.86243  0.324
H68 1.81231 3.32210 -6.22746  0.262
H69 1.99054 3.90291 -7.89429  0.381
H70 1.35551 5.95948 -5.04054  0.335
C27 0.75374 9.81750 -5.98837  -1.015
C28 1.22117 10.10548 -7.40710  0.445
C29 0.74236 11.46918 -7.88028  -1.425
O13 0.73262 9.09394 -8.28861  -0.544
H71 -0.33916 9.80875 -5.93462  0.331
H72 1.09707 8.83309 -5.66420  0.119
H73 1.13009 10.56553 -5.28804  0.384
H74 2.31137 10.06472 -7.44915  0.285
H75 -0.35065 11.51469 -7.88892  0.367
H76 1.07720 11.65920 -8.90156  0.333
H77 1.11830 12.26610 -7.23566  0.376
H78 -0.22904 9.11801 -8.26281  0.346

Its net charge is 0. The value obtained for the total energy is -2894.3468 hartree. As for the spin multiplicity: 1.

Record 3
DFT (ωB97M-V with the def2-TZVPD basis set) results for C8H12O4S2 as an isolated structure.

Each line ends with the Mulliken charge.
Atoms and positions in Å:
C1 -0.14223 0.72328 -1.94454  0.266
C2 0.29398 -0.73545 1.81413  0.121
C3 2.21396 -1.18460 -2.09850  -1.568
C4 -2.38113 1.16048 2.03681  -1.213
C5 1.26120 -1.12716 -0.92687  -0.222
C6 -1.21915 1.13572 1.09862  -0.439
C7 0.62974 0.20112 -0.70034  0.650
C8 -0.68146 -0.17972 0.75182  0.799
O1 -0.36639 1.92248 -2.08607  -0.756
O2 1.00582 0.05807 2.40340  -0.667
O3 -0.43468 -0.21084 -2.67733  -0.695
O4 0.25987 -2.01890 1.85305  -0.733
S1 1.51831 1.63044 -0.08860  -0.411
S2 -1.74697 -1.44313 0.21960  -0.461
H1 3.06566 -0.42061 -2.09881  0.236
H2 2.60519 -2.17742 -2.21595  0.417
H3 1.81617 -0.92372 -3.01918  0.428
H4 -2.04485 0.83353 3.15311  0.186
H5 -2.92174 2.12199 2.12517  0.383
H6 -3.12881 0.34317 1.91386  0.258
H7 0.36629 -1.79846 -1.12086  0.207
H8 1.84101 -1.42118 0.08649  0.233
H9 -0.26431 1.71994 1.47331  0.241
H10 -1.54619 1.76186 0.16504  0.221
H11 0.89110 2.26130 -1.10667  0.224
H12 -0.89040 -2.23217 0.98930  0.295

Its net charge is -2. The value obtained for the total energy is -1409.3348 hartree. For the energy above the lowest of the compared OMol25 structures with the same formula, charge and spin, the calculation gives 0.651 eV. As for the spin multiplicity: 1.

Number 1: LUMO level -4.740 eV, HOMO level -12.028 eV, Kohn-Sham gap 0.26785 hartree. Number 2: LUMO level 0.133 eV, HOMO level -9.351 eV, Kohn-Sham gap 0.34855 hartree. Number 3: LUMO level 5.646 eV, HOMO level -0.324 eV, Kohn-Sham gap 0.21940 hartree.